(1)
This record from the Open Molecules 2025 dataset describes an isolated molecule of C17H19NO2S. The level of theory is the ωB97M-V functional and the def2-TZVPD basis.

CARTESIAN COORDINATES (ANGSTROEM)
1 C 6.954 2.099 0.024
2 O 6.691 0.724 -0.112
3 C 5.395 0.302 -0.056
4 C 5.197 -1.073 -0.192
5 C 3.927 -1.602 -0.154
6 C 2.817 -0.775 0.021
7 N 1.550 -1.375 0.043
8 C 0.327 -0.790 0.153
9 O 0.144 0.403 0.269
10 C -0.831 -1.775 0.113
11 C -1.805 -1.390 -1.003
12 C -3.170 -2.032 -0.815
13 S -3.984 -1.501 0.737
14 C -4.252 0.218 0.317
15 C -3.308 1.172 0.662
16 C -3.519 2.493 0.304
17 C -4.665 2.855 -0.383
18 C -5.609 1.896 -0.715
19 C -5.404 0.573 -0.365
20 C 3.014 0.592 0.160
21 C 4.291 1.126 0.122
22 H 6.482 2.681 -0.774
23 H 6.620 2.478 0.996
24 H 8.036 2.200 -0.049
25 H 6.058 -1.707 -0.328
26 H 3.790 -2.669 -0.261
27 H 1.573 -2.381 -0.054
28 H -1.361 -1.697 1.067
29 H -0.491 -2.804 -0.009
30 H -1.402 -1.692 -1.973
31 H -1.913 -0.302 -1.009
32 H -3.838 -1.780 -1.639
33 H -3.092 -3.115 -0.731
34 H -2.413 0.887 1.192
35 H -2.781 3.236 0.562
36 H -4.826 3.886 -0.660
37 H -6.505 2.177 -1.248
38 H -6.133 -0.184 -0.615
39 H 2.165 1.241 0.297
40 H 4.404 2.192 0.233

Properties
Kohn-Sham gap, hartree: 0.31868
LUMO energy, Eh: 0.02532
HOMO energy, Eh: -0.2934
Electronic energy, eV: -34358.07575

---

(2)
This record from the Open Molecules 2025 dataset describes an isolated molecule of C17H19NO4S in a non-equilibrium geometry. The level of theory is the ωB97M-V functional and the def2-TZVPD basis.

CARTESIAN COORDINATES (ANGSTROEM)
1 C 3.312 -3.088 0.192
2 C 2.578 -1.760 0.550
3 C 1.541 -2.126 1.553
4 C 0.855 -0.949 1.826
5 C 1.418 0.411 1.256
6 S 0.157 1.720 1.878
7 O 0.409 2.890 1.413
8 O -0.266 1.385 3.111
9 N -1.085 1.410 0.983
10 C -1.137 1.045 -0.502
11 C -1.886 2.248 -1.305
12 C -0.749 3.263 -0.918
13 O 0.354 3.392 -1.436
14 O -1.310 4.310 -0.321
15 C -1.894 -0.342 -0.570
16 C -1.035 -1.305 -1.057
17 C -1.766 -2.598 -1.318
18 C -3.243 -2.590 -1.275
19 C -3.962 -1.658 -0.624
20 C -3.214 -0.440 -0.555
21 C 2.359 0.572 0.520
22 C 2.877 1.820 0.104
23 C 2.904 -0.494 0.100
24 H 3.975 -3.498 0.884
25 H 3.847 -2.896 -0.664
26 H 2.554 -4.159 0.215
27 H 1.160 -3.014 1.561
28 H -0.065 -1.003 2.293
29 H -2.026 0.802 1.561
30 H 0.040 0.965 -0.575
31 H -1.824 1.958 -2.264
32 H -2.595 2.512 -0.846
33 H -0.437 4.882 -0.071
34 H -0.130 -1.164 -1.347
35 H -1.296 -3.385 -2.061
36 H -3.741 -3.719 -1.237
37 H -5.068 -1.733 -0.526
38 H -3.952 0.292 0.008
39 H 2.708 2.540 0.896
40 H 2.147 2.359 -0.760
41 H 3.661 1.722 -0.187
42 H 3.826 -0.576 -0.486

Properties
Kohn-Sham gap, hartree: 0.33838
LUMO energy, Eh: 0.01382
HOMO energy, Eh: -0.3246
Electronic energy, eV: -38437.69102

---

(3)
This record from the Open Molecules 2025 dataset describes an isolated molecule of C17H19NO6S in a non-equilibrium geometry. The level of theory is the ωB97M-V functional and the def2-TZVPD basis.

CARTESIAN COORDINATES (ANGSTROEM)
1 C -0.382 -0.834 2.535
2 O -1.301 -0.318 1.594
3 C -1.864 -1.164 0.712
4 C -1.531 -2.512 0.568
5 C -2.162 -3.288 -0.387
6 C -3.141 -2.756 -1.211
7 C -3.481 -1.423 -1.073
8 C -2.852 -0.644 -0.124
9 S -3.323 1.084 -0.050
10 O -3.273 1.612 1.282
11 O -4.561 1.236 -0.770
12 C -2.037 1.942 -1.084
13 C -0.703 1.753 -0.510
14 C 0.014 2.502 0.383
15 C 1.221 1.804 0.603
16 C 1.159 0.675 -0.170
17 C 2.050 -0.515 -0.236
18 O 1.638 -1.624 0.066
19 N 3.329 -0.299 -0.608
20 C 3.924 0.958 -0.998
21 C 5.059 1.291 -0.019
22 O 6.009 0.254 0.022
23 C 5.422 -0.968 0.414
24 C 4.298 -1.375 -0.545
25 O -0.015 0.640 -0.837
26 H 0.488 -1.273 2.039
27 H -0.075 0.021 3.135
28 H -0.856 -1.580 3.180
29 H -0.761 -2.951 1.180
30 H -1.881 -4.326 -0.486
31 H -3.630 -3.371 -1.950
32 H -4.244 -0.960 -1.680
33 H -2.337 2.986 -1.098
34 H -2.136 1.492 -2.067
35 H -0.290 3.425 0.829
36 H 2.018 2.092 1.259
37 H 3.176 1.748 -1.010
38 H 4.349 0.843 -2.003
39 H 5.595 2.185 -0.339
40 H 4.637 1.456 0.985
41 H 6.224 -1.707 0.406
42 H 5.017 -0.879 1.433
43 H 3.790 -2.274 -0.196
44 H 4.711 -1.547 -1.545

Properties
Kohn-Sham gap, hartree: 0.34213
LUMO energy, Eh: 0.02158
HOMO energy, Eh: -0.3205
Electronic energy, eV: -42546.11518

---

(4)
This record from the Open Molecules 2025 dataset describes a structure of composition C17H20BClFeN6 in a non-equilibrium geometry. The level of theory is the ωB97M-V functional and the def2-TZVPD basis.

CARTESIAN COORDINATES (ANGSTROEM)
1 H 3.086 -2.518 -0.934
2 N 1.694 -1.093 -1.678
3 B 0.219 0.476 -2.971
4 N 1.300 -0.639 -2.895
5 C 2.096 -1.233 -3.806
6 Fe -0.737 0.700 0.303
7 H 1.983 -1.001 -4.851
8 C 2.978 -2.092 -3.150
9 H 3.726 -2.712 -3.607
10 C 2.677 -2.000 -1.792
11 H 0.106 0.907 -4.089
12 C -1.938 1.953 1.119
13 H -1.352 2.347 1.979
14 H -2.856 1.478 1.519
15 H -2.192 2.817 0.470
16 N 0.665 1.631 -2.010
17 N -1.154 -0.072 -2.472
18 N 0.369 1.618 -0.637
19 N -1.580 -0.027 -1.138
20 C 1.384 2.734 -2.289
21 C -2.153 -0.561 -3.228
22 H 1.743 2.907 -3.296
23 H -2.003 -0.650 -4.298
24 C 1.568 3.469 -1.117
25 C -3.232 -0.876 -2.400
26 C 0.983 2.731 -0.092
27 C -2.845 -0.559 -1.096
28 H 2.104 4.398 -1.023
29 H -4.176 -1.285 -2.705
30 H 0.936 2.966 0.960
31 H -3.398 -0.616 -0.168
32 H 1.163 -0.912 -0.827
33 Cl 2.558 -0.594 2.688
34 C 1.077 -0.815 3.533
35 C 1.113 -0.999 4.913
36 C -0.083 -1.103 5.639
37 C -1.305 -0.992 4.971
38 C -1.348 -0.877 3.582
39 C -0.156 -0.854 2.823
40 C -0.217 -0.957 1.359
41 H 2.074 -1.060 5.415
42 H -0.049 -1.251 6.719
43 H -2.238 -1.006 5.537
44 H -2.311 -0.845 3.060
45 H 0.740 -1.290 0.944
46 H -1.018 -1.643 1.035

Properties
Kohn-Sham gap (spin up / spin down), hartree: 0.21517 / 0.25201
<S²>: 6.04
Multiplicity: 5
LUMO energy (spin up / spin down), Eh: 0.00210 / 0.00199
HOMO energy (spin up / spin down), Eh: -0.2131 / -0.2500
Electronic energy, eV: -74477.78324

---

(5)
This record from the Open Molecules 2025 dataset describes a structure of composition C17H20BrCl3O3Zr in a non-equilibrium geometry. The level of theory is the ωB97M-V functional and the def2-TZVPD basis.

CARTESIAN COORDINATES (ANGSTROEM)
1 C -0.619 1.153 -2.574
2 C -0.771 -0.265 -2.822
3 C 0.535 -0.846 -2.821
4 C -2.013 -0.975 -3.210
5 C 1.494 0.185 -2.559
6 C 0.785 1.420 -2.414
7 C 1.406 2.763 -2.291
8 C -1.701 2.166 -2.634
9 C 0.841 -2.255 -3.158
10 C 2.959 0.009 -2.607
11 Zr -0.319 0.033 -0.234
12 Cl -3.451 -3.513 -0.284
13 Cl -2.658 -0.200 -0.182
14 Cl 0.737 -2.190 -0.160
15 H -2.897 -0.401 -2.929
16 H -2.082 -1.931 -2.678
17 H -2.077 -1.183 -4.286
18 H 0.069 -2.925 -2.764
19 H 1.789 -2.565 -2.711
20 H 0.905 -2.410 -4.242
21 H 3.253 -0.910 -2.086
22 H 3.477 0.851 -2.139
23 H 3.330 -0.071 -3.640
24 H 2.325 2.708 -1.699
25 H 0.729 3.455 -1.783
26 H 1.674 3.213 -3.260
27 H -2.621 1.758 -2.204
28 H -1.938 2.508 -3.652
29 H -1.428 3.044 -2.043
30 O -0.008 2.017 0.146
31 H 0.441 2.375 0.940
32 Br 1.553 1.669 3.553
33 C 0.585 0.420 4.619
34 C 0.744 0.502 6.000
35 C 0.061 -0.382 6.859
36 C -0.796 -1.365 6.339
37 C -0.963 -1.454 4.960
38 C -0.263 -0.591 4.103
39 C -0.544 -0.818 2.638
40 O -1.414 -1.603 2.281
41 O 0.201 -0.114 1.800
42 H 1.411 1.263 6.406
43 H 0.211 -0.287 7.934
44 H -1.336 -2.064 6.990
45 H -1.617 -2.196 4.499

Properties
Kohn-Sham gap, hartree: 0.18456
LUMO energy, Eh: 0.15207
HOMO energy, Eh: -0.0325
Electronic energy, eV: -132994.21261
Net charge: -2

---

(6)
This record from the Open Molecules 2025 dataset describes a structure of composition C17H20BrF3FeO4S4. The level of theory is the ωB97M-V functional and the def2-TZVPD basis.

CARTESIAN COORDINATES (ANGSTROEM)
1 Fe -1.205 0.341 -0.920
2 C 0.062 -1.880 0.866
3 C -1.357 -2.340 0.596
4 S -1.957 -1.836 -1.034
5 C -0.622 -2.529 -2.066
6 C -0.555 -1.768 -3.369
7 S -0.499 0.020 -3.107
8 C 1.227 0.511 -2.917
9 C 1.114 1.995 -2.567
10 S 0.116 2.301 -1.086
11 C 1.376 1.992 0.173
12 C 0.634 1.787 1.484
13 S -2.244 0.854 1.035
14 H 0.784 -2.446 0.279
15 H 0.281 -2.087 1.911
16 H -2.052 -1.871 1.291
17 H -1.417 -3.424 0.705
18 H -0.806 -3.590 -2.240
19 H 0.322 -2.422 -1.540
20 H -1.470 -1.913 -3.946
21 H 0.280 -2.087 -3.992
22 H 1.775 0.377 -3.850
23 H 1.705 -0.058 -2.119
24 H 0.607 2.533 -3.367
25 H 2.099 2.438 -2.417
26 H 2.028 2.864 0.222
27 H 1.973 1.119 -0.093
28 H -0.266 2.404 1.494
29 H 1.255 2.113 2.317
30 Br 0.871 -1.092 6.911
31 C 1.508 -0.862 5.141
32 C 2.827 -1.159 4.853
33 C 3.281 -0.988 3.551
34 C 2.425 -0.526 2.565
35 C 1.098 -0.234 2.871
36 C 0.635 -0.400 4.168
37 C 0.184 0.342 1.794
38 O -1.114 0.282 2.231
39 O 0.294 -0.488 0.576
40 H 3.489 -1.517 5.630
41 H 4.311 -1.218 3.310
42 H 2.784 -0.405 1.551
43 H -0.395 -0.173 4.404
44 F -5.179 2.313 -2.459
45 C -4.154 2.262 -3.319
46 F -4.169 3.385 -4.035
47 F -4.388 1.239 -4.168
48 C -2.803 2.041 -2.597
49 O -1.854 2.741 -2.925
50 O -2.841 1.057 -1.796

Properties
Kohn-Sham gap (spin up / spin down), hartree: 0.26855 / 0.26859
LUMO energy (spin up / spin down), Eh: -0.00156 / -0.00160
HOMO energy (spin up / spin down), Eh: -0.2701 / -0.2702
Electronic energy, eV: -182067.75450

---

> Which of these has the lowest electronic energy?

C17H20BrF3FeO4S4

---

> Among the records above, which one has the lowest electronic energy?

C17H20BrF3FeO4S4